Record 1
Here is C2H2N2S in the gas phase from the OMol25 dataset. Energies are from the ωB97M-V functional and the def2-TZVPD basis.

XYZ file:
```
7
Properties=species:S:1:pos:R:3:forces:R:3:nbo_charge:R:1
N -2.467731 -0.714931 0.947592 6.9 1.2 -4.3 -0.241
C -1.416717 -0.583439 0.310510 -6.3 -1.5 4.2 0.190
C -0.115931 -0.725761 -0.308037 2.9 -0.1 -1.0 -0.063
N 0.822877 0.167204 -0.464066 -1.8 -0.7 0.8 -0.484
S 0.694276 1.791855 0.090397 2.5 -1.1 -0.4 0.194
H 0.325942 -1.753682 -0.642740 -1.8 1.6 0.6 0.247
H 2.157283 1.818754 0.066343 -2.5 0.5 0.1 0.157
```
Positions in Å, forces in eV/Å.

The multiplicity is 1. The energy is -585.0215 hartree. As for the energy above the lowest of the compared OMol25 structures with the same formula, charge and spin: 208.45 kJ/mol. As for the SMILES: N#C/C=N\S.

Record 2
Here is C2H2N2S3 in the gas phase from the OMol25 dataset. Energies are from the ωB97M-V functional and the def2-TZVPD basis.

XYZ file:
```
9
Properties=species:S:1:pos:R:3:forces:R:3:nbo_charge:R:1
S -1.745939 -0.197776 1.805417 0.8 -0.7 -1.5 -0.212
C -0.644800 -0.145149 0.463750 -2.0 -3.3 5.7 -0.081
N -0.595333 0.962732 -0.150284 -2.3 3.7 -3.8 -0.725
S 0.192986 0.979100 -1.700929 -1.4 0.8 -0.4 0.401
C 1.691680 0.669309 -0.942109 0.0 -1.9 -0.1 -0.122
N 1.913696 -0.360837 -0.242472 -0.4 -0.7 1.1 -0.464
S 0.528101 -1.415853 0.334792 1.4 2.2 -1.4 0.533
H -1.554076 1.460299 -0.157893 2.2 -0.6 0.4 0.455
H 2.441880 1.333931 -1.251158 1.6 0.5 0.0 0.214
```
Positions in Å, forces in eV/Å.

The multiplicity is 1. The energy is -1381.4002 hartree. As for the energy above the lowest of the compared OMol25 structures with the same formula, charge and spin: 218.98 kJ/mol. As for the SMILES: S=C1NSC=NS1.

> Number 2 is which compound?

C2H2N2S3